1.
Entry from the OMol25 dataset: a cluster of 4 separate species, C5H17N2O4 in total in a non-equilibrium geometry (ωB97M-V/def2-TZVPD).

The value obtained for the LUMO energy is -2.8156 eV. The calculation puts the relative energy (zero: lowest compared OMol25 entry of this formula, charge and spin) at 57.4 kcal/mol. The calculation puts the total energy at -16624.398 eV. The value obtained for the molar mass is 169.20 g mol⁻¹. As for the HOMO energy: -13.115 eV. The calculation puts the orbital gap at 10.299 eV.

The geometry in ORCA input format:
```
! wB97M-V def2-TZVPD RIJCOSX def2/J DEFGRID3
* xyz 1 1
O -2.081 0.339 -1.992
C -2.394 -0.566 -1.286
C -2.411 -0.442 0.229
C -1.437 -1.441 0.916
C 0.011 -1.617 0.501
C 0.527 -1.204 -0.637
N 1.950 -1.401 -1.008
N -2.090 0.950 0.644
H -2.733 -1.533 -1.705
H -3.403 -0.707 0.584
H -1.413 -1.141 1.973
H -1.877 -2.425 0.875
H 0.601 -2.115 1.246
H 0.064 -0.620 -1.409
H 2.028 -1.819 -1.913
H 2.427 -0.495 -1.052
H 2.437 -1.986 -0.332
H -1.519 1.387 -0.095
H -2.961 1.474 0.754
H 1.864 1.980 1.118
H 2.127 3.316 0.408
O 1.981 2.408 0.250
H -0.596 1.214 1.850
H -0.001 1.365 3.235
O 0.271 1.216 2.339
H 2.780 1.409 -2.600
H 2.923 1.579 -1.106
O 2.925 0.873 -1.785
*
```


2.
Entry from the OMol25 dataset: a structure of composition C5H17N2OPSSc in a non-equilibrium geometry (ωB97M-V/def2-TZVPD).

The value obtained for the LUMO energy is -3.6064 eV. The calculation puts the relative energy (zero: lowest compared OMol25 entry of this formula, charge and spin) at 22.4 kcal/mol. The calculation puts the total energy at -51304.645 eV. The value obtained for the molar mass is 229.20 g mol⁻¹. As for the HOMO energy: -11.747 eV. The calculation puts the orbital gap at 8.141 eV.

The geometry in ORCA input format:
```
! wB97M-V def2-TZVPD RIJCOSX def2/J DEFGRID3
* xyz 1 1
Sc 0.425 -0.165 0.093
H -0.819 1.381 1.304
H -1.370 0.880 0.996
P -1.438 -1.607 -0.647
C -1.996 -1.393 -2.353
H -2.644 -2.257 -2.580
H -2.541 -0.432 -2.419
H -1.109 -1.350 -3.016
C -0.574 -3.222 -0.567
H -0.226 -3.389 0.467
H -1.311 -3.977 -0.884
H 0.304 -3.190 -1.233
C -2.893 -1.743 0.423
H -3.461 -0.795 0.352
H -3.473 -2.605 0.049
H -2.556 -1.890 1.469
C -0.131 1.392 -1.727
O -0.137 2.163 -2.579
H 0.427 -1.055 1.647
H 1.661 -1.053 -1.016
N 4.021 2.466 1.551
C 2.728 2.776 1.400
N 2.269 3.997 1.731
S 1.741 1.567 0.734
H 4.735 3.096 1.880
H 4.224 1.512 1.266
H 1.281 4.156 1.587
H 2.864 4.737 2.071
*
```


3.
Entry from the OMol25 dataset: a cluster of 2 separate species, C5H17N2P in total in a non-equilibrium geometry (ωB97M-V/def2-TZVPD).

The value obtained for the LUMO energy (alpha / beta) is -6.5355 / -9.6397 eV. The calculation puts the total energy at -17706.118 eV. Its expectation value of S² is 2.009. The value obtained for the molar mass is 136.18 g mol⁻¹. As for the HOMO energy (alpha / beta): -13.521 / -17.165 eV. The calculation puts the orbital gap (alpha / beta) at 6.985 / 7.526 eV.

The geometry in ORCA input format:
```
! wB97M-V def2-TZVPD RIJCOSX def2/J DEFGRID3
* xyz 2 3
C 1.346 0.634 -0.843
C 0.530 0.770 1.572
C -1.256 1.786 -0.583
C 0.230 -2.432 0.460
C 0.233 0.343 0.125
N -0.550 3.074 -0.346
N -0.592 -3.693 0.061
P -0.901 -0.999 -0.377
H 1.924 1.557 -0.400
H 2.007 -0.115 -0.778
H 1.076 0.692 -1.916
H 0.628 -0.046 2.129
H -0.289 1.447 2.044
H 1.478 1.378 1.627
H -2.145 1.569 -0.124
H -1.220 1.721 -1.698
H 0.153 -2.138 1.407
H 1.190 -2.433 -0.019
H 0.403 2.942 -0.094
H -0.880 3.418 0.535
H -0.560 3.828 -1.124
H -0.677 -4.382 0.899
H -1.563 -3.443 -0.151
H -0.229 -4.325 -0.629
H -0.339 -1.155 -1.777
*
```


4.
Entry from the OMol25 dataset: a cluster of 2 separate species, C5H17N3 in total in a non-equilibrium geometry (ωB97M-V/def2-TZVPD).

The value obtained for the LUMO energy is 0.7026 eV. The calculation puts the relative energy (zero: lowest compared OMol25 entry of this formula, charge and spin) at 99.4 kcal/mol. The calculation puts the total energy at -9926.454 eV. The value obtained for the molar mass is 119.21 g mol⁻¹. As for the HOMO energy: -6.618 eV. The calculation puts the orbital gap at 7.320 eV.

The geometry in ORCA input format:
```
! wB97M-V def2-TZVPD RIJCOSX def2/J DEFGRID3
* xyz 0 1
C -1.689 -1.582 0.935
C 1.270 -0.711 -1.049
C -2.108 -1.222 -1.400
N -1.350 -0.834 -0.247
H -3.191 -1.141 -1.228
H -1.552 -2.664 0.770
H -2.729 -1.412 1.263
H -1.018 -1.297 1.754
H 1.142 -0.203 -1.995
H 0.577 -1.533 -0.919
H 2.270 -1.108 -0.902
H -1.854 -0.594 -2.257
H -1.903 -2.278 -1.668
C 2.568 1.253 0.067
C -0.148 2.061 1.176
N 0.129 1.298 -0.011
N 1.280 0.510 0.138
H -0.858 0.306 -0.129
H 1.270 0.009 1.053
H 2.649 1.951 0.901
H 2.582 1.806 -0.870
H 0.562 2.888 1.351
H -0.171 1.427 2.090
H -1.133 2.509 1.051
H 3.407 0.561 0.126
*
```